ORCA calculation (ωB97M-V/def2-TZVPD) on a 9-piece molecular cluster, C5H25NO9 overall at a distorted geometry.

Each line ends with the Löwdin charge.
Positions of all 40 atoms, in Å:
C (-0.7035, -1.6824, 2.7815)  -0.33
N (-0.2374, -0.7650, 1.8815)  -0.10
C (0.8990, 0.0877, 2.2645)  -0.13
C (1.0566, 0.9924, 1.0192)  -0.13
C (0.4648, 0.1803, -0.1441)  -0.16
C (-0.2420, -1.0698, 0.4532)  -0.14
O (-0.3714, -1.7314, 3.9461)  0.04
H (-1.5714, -2.2589, 2.4217)  0.14
H (0.6529, 0.6406, 3.1601)  0.11
H (1.7415, -0.5591, 2.5163)  0.12
H (2.1141, 1.1270, 0.7854)  0.12
H (0.5688, 1.9428, 1.1807)  0.08
H (1.1096, -0.1619, -0.9416)  0.09
H (-0.2978, 0.8296, -0.5508)  0.07
H (0.2369, -1.9827, 0.1163)  0.09
H (-1.2579, -1.0773, 0.0535)  0.12
H (0.6025, -2.6859, -1.8408)  0.01
H (-0.2976, -1.5925, -2.4775)  -0.01
O (-0.0507, -2.5360, -2.5277)  -0.07
H (-2.0554, 0.6512, -2.5586)  -0.01
H (-3.1830, 0.6973, -1.5713)  0.03
O (-2.7699, 1.2300, -2.2591)  -0.06
H (-0.5357, 4.0615, 0.5612)  0.05
H (-1.7862, 3.2361, 0.2831)  0.02
O (-1.1188, 3.7802, -0.1489)  -0.05
H (1.8335, -2.3515, 1.4991)  0.01
H (2.4770, -2.1210, 0.1928)  0.02
O (2.3701, -2.8228, 0.8525)  -0.04
H (0.0082, 0.3256, -3.8965)  0.08
H (-0.0578, 0.9988, -2.5872)  0.03
O (-0.2705, 0.1150, -3.0032)  -0.09
H (-1.3568, 1.9427, 2.5687)  0.04
H (-2.7197, 1.4983, 1.9685)  0.06
O (-2.0265, 2.1615, 1.9161)  -0.03
H (0.1672, 2.5133, -0.9612)  0.00
H (-0.0035, 3.3030, -2.1669)  0.06
O (0.4551, 2.5085, -1.8889)  -0.06
H (3.4017, -2.1909, -2.2848)  0.05
H (2.1236, -1.7044, -3.1237)  0.03
O (2.7058, -1.5401, -2.3792)  -0.05

Its relative energy (zero: lowest compared OMol25 entry of this formula, charge and spin) is 1.2449 eV. Its HOMO-LUMO gap is 9.91 eV. The value obtained for the HOMO energy is -0.364 hartree. Its SMILES is O=CN1CCCC1.O.O.O.O.O.O.O.O.



ORCA calculation (ωB97M-V/def2-TZVPD) on a 7-piece molecular cluster, C5H26N2O6 overall at a distorted geometry.

Each line ends with the Löwdin charge.
Positions of all 39 atoms, in Å:
C (-0.6021, 2.0062, -0.4394)  -0.26
C (-1.9911, 1.5019, 0.0268)  -0.20
C (-2.3589, 0.0188, 0.0290)  -0.17
C (-1.4052, -0.8696, -0.7684)  -0.24
N (-0.2510, -1.2879, 0.0345)  -0.13
C (0.5004, -2.3434, -0.6272)  -0.12
N (-0.5655, 2.2288, -1.8924)  0.00
H (-0.4044, 2.8144, 0.2493)  0.11
H (0.1729, 1.3031, -0.1474)  0.06
H (-2.1912, 1.9811, 1.0404)  0.12
H (-2.6531, 2.1859, -0.5019)  0.10
H (-2.2895, -0.4385, 1.0179)  0.09
H (-3.4049, -0.0505, -0.3505)  0.12
H (-1.9446, -1.6944, -1.2258)  0.12
H (-1.0524, -0.3513, -1.6674)  0.10
H (0.3728, -0.5138, 0.1913)  0.04
H (1.5954, -2.2207, -0.4757)  0.09
H (0.1356, -3.3323, -0.2267)  0.09
H (0.3872, -2.3323, -1.7293)  0.08
H (-1.3604, 1.7646, -2.3054)  0.06
H (-0.5679, 3.1990, -2.1781)  0.07
H (-1.1508, -3.2073, 1.4806)  0.02
H (-0.1131, -2.4235, 2.1109)  0.00
O (-0.8231, -3.0302, 2.3681)  -0.06
H (1.2880, -0.8271, 2.3079)  0.01
H (1.9542, 0.5475, 2.8732)  0.06
O (2.0033, -0.1963, 2.2660)  -0.04
H (4.4031, 0.0247, 1.6214)  0.02
H (3.7523, 0.8913, 0.5078)  -0.02
O (4.3971, 0.9109, 1.2515)  -0.09
H (0.0514, 1.5621, -4.2254)  0.01
H (0.7642, 0.3656, -3.7035)  0.01
O (0.2045, 0.6361, -4.4345)  -0.06
H (2.1128, 0.3259, -0.3974)  0.01
H (2.5639, 1.0183, -1.6870)  0.06
O (2.8916, 0.5129, -0.9367)  -0.03
H (-1.9645, 0.4123, 3.3087)  0.03
H (-1.2039, -1.0098, 3.4956)  0.00
O (-1.2532, -0.0828, 3.7392)  -0.06

Its relative energy (zero: lowest compared OMol25 entry of this formula, charge and spin) is 2.2311 eV. Its HOMO-LUMO gap is 10.10 eV. The value obtained for the HOMO energy is -0.360 hartree. Its SMILES is CNCCCCN.O.O.O.O.O.O.



Copy entry 1 word for word.
ORCA calculation (ωB97M-V/def2-TZVPD) on a 9-piece molecular cluster, C5H25NO9 overall at a distorted geometry.

Each line ends with the Löwdin charge.
Positions of all 40 atoms, in Å:
C (-0.7035, -1.6824, 2.7815)  -0.33
N (-0.2374, -0.7650, 1.8815)  -0.10
C (0.8990, 0.0877, 2.2645)  -0.13
C (1.0566, 0.9924, 1.0192)  -0.13
C (0.4648, 0.1803, -0.1441)  -0.16
C (-0.2420, -1.0698, 0.4532)  -0.14
O (-0.3714, -1.7314, 3.9461)  0.04
H (-1.5714, -2.2589, 2.4217)  0.14
H (0.6529, 0.6406, 3.1601)  0.11
H (1.7415, -0.5591, 2.5163)  0.12
H (2.1141, 1.1270, 0.7854)  0.12
H (0.5688, 1.9428, 1.1807)  0.08
H (1.1096, -0.1619, -0.9416)  0.09
H (-0.2978, 0.8296, -0.5508)  0.07
H (0.2369, -1.9827, 0.1163)  0.09
H (-1.2579, -1.0773, 0.0535)  0.12
H (0.6025, -2.6859, -1.8408)  0.01
H (-0.2976, -1.5925, -2.4775)  -0.01
O (-0.0507, -2.5360, -2.5277)  -0.07
H (-2.0554, 0.6512, -2.5586)  -0.01
H (-3.1830, 0.6973, -1.5713)  0.03
O (-2.7699, 1.2300, -2.2591)  -0.06
H (-0.5357, 4.0615, 0.5612)  0.05
H (-1.7862, 3.2361, 0.2831)  0.02
O (-1.1188, 3.7802, -0.1489)  -0.05
H (1.8335, -2.3515, 1.4991)  0.01
H (2.4770, -2.1210, 0.1928)  0.02
O (2.3701, -2.8228, 0.8525)  -0.04
H (0.0082, 0.3256, -3.8965)  0.08
H (-0.0578, 0.9988, -2.5872)  0.03
O (-0.2705, 0.1150, -3.0032)  -0.09
H (-1.3568, 1.9427, 2.5687)  0.04
H (-2.7197, 1.4983, 1.9685)  0.06
O (-2.0265, 2.1615, 1.9161)  -0.03
H (0.1672, 2.5133, -0.9612)  0.00
H (-0.0035, 3.3030, -2.1669)  0.06
O (0.4551, 2.5085, -1.8889)  -0.06
H (3.4017, -2.1909, -2.2848)  0.05
H (2.1236, -1.7044, -3.1237)  0.03
O (2.7058, -1.5401, -2.3792)  -0.05

Its relative energy (zero: lowest compared OMol25 entry of this formula, charge and spin) is 1.2449 eV. Its HOMO-LUMO gap is 9.91 eV. The value obtained for the HOMO energy is -0.364 hartree. Its SMILES is O=CN1CCCC1.O.O.O.O.O.O.O.O.